Entry from the Open Molecules 2025 dataset: a structure of composition C20H29LiN4SSi2 (ωB97M-V/def2-TZVPD).

XYZ file:
```
57
Properties=species:S:1:pos:R:3:forces:R:3:nbo_charge:R:1
Li -2.0317 -0.4079 0.7801 0.0294 0.1117 0.0586 0.83
C -5.9921 3.1844 -1.4202 0.0164 -0.0054 0.0007 -0.61
C -6.0329 2.8071 0.0560 -0.0263 -0.0354 -0.0151 -0.21
N -5.7748 1.3953 0.2766 0.0354 0.0139 0.0117 -0.65
C -4.4289 0.9703 0.4163 -0.1344 -0.0036 0.0429 0.25
S -4.2499 -0.5533 1.2842 -0.0415 -0.0198 -0.0326 -0.64
N -3.5323 1.7302 -0.0903 0.0348 0.0785 -0.0676 -0.44
N -2.2084 1.3179 0.0562 -0.0606 -0.0710 -0.0154 -0.59
C -1.3222 2.1653 -0.4703 -0.0033 -0.0181 0.0099 0.24
C -1.8141 3.3055 -1.3280 -0.0173 0.0203 -0.0250 -0.65
C 0.0437 2.0125 -0.2599 0.1396 0.0156 0.0382 -0.09
C 1.0423 2.9944 -0.6018 -0.0800 0.0068 -0.0416 -0.17
C 2.0544 3.2715 0.2580 0.0319 0.0407 -0.0090 -0.36
C 2.0507 2.6091 1.5484 -0.0307 -0.0725 -0.0132 -0.32
C 1.2929 1.5100 1.7116 0.0330 0.0210 0.1519 0.01
N 0.5248 0.9833 0.6630 -0.1529 -0.0249 -0.1286 -0.88
H -6.2098 4.2485 -1.5574 0.0017 -0.0035 0.0049 0.18
H -6.7238 2.6007 -1.9831 -0.0026 -0.0025 -0.0006 0.19
H -4.9988 2.9737 -1.8143 -0.0151 0.0042 0.0052 0.24
H -7.0277 3.0255 0.4603 0.0159 0.0016 -0.0087 0.16
H -5.3010 3.4201 0.5960 0.0120 0.0110 0.0142 0.18
H -6.3323 0.9812 1.0062 0.0007 -0.0020 -0.0085 0.38
H -2.4718 2.9263 -2.1128 0.0079 0.0029 0.0084 0.21
H -0.9936 3.8621 -1.7751 -0.0230 -0.0141 -0.0021 0.19
H -2.4165 3.9882 -0.7261 0.0014 0.0062 0.0005 0.22
H 0.9713 3.5597 -1.5274 0.0000 -0.0147 0.0145 0.18
H 2.8186 4.0006 0.0159 -0.0036 0.0081 -0.0133 0.19
H 2.6382 2.9872 2.3760 0.0096 -0.0147 0.0046 0.19
H 1.2871 0.9610 2.6507 0.0046 0.0146 -0.0248 0.18
C -0.4643 -1.1777 -1.0992 -0.0500 0.0767 0.1196 -1.16
Si 0.6735 -0.7394 0.3354 0.2401 -0.1294 -0.0653 1.84
C 0.1138 -1.5449 1.9476 -0.0299 0.0628 0.0113 -1.16
C 2.4490 -1.1752 -0.1469 -0.0554 -0.0321 -0.0163 -0.44
C 3.2439 -0.0853 -0.5172 0.0186 0.0132 -0.0228 -0.23
C 4.5258 -0.2559 -1.0215 0.0216 -0.0143 -0.0069 -0.25
C 5.0276 -1.5406 -1.1596 0.0113 0.0102 -0.0180 -0.23
C 4.2479 -2.6290 -0.7901 0.0008 0.0121 0.0116 -0.25
C 2.9523 -2.4947 -0.2745 0.0294 0.0218 0.0102 -0.37
Si 1.9172 -4.0809 0.2230 -0.0213 -0.0319 -0.0349 0.62
C 2.9253 -5.4702 -0.7021 0.0084 0.0086 -0.0048 -1.11
C 2.7544 -4.3418 1.9666 -0.0340 -0.0166 0.0139 -1.08
H -0.7299 -0.2792 -1.6603 0.0001 -0.0376 -0.0101 0.26
H -1.3809 -1.7088 -0.8179 -0.0058 0.0405 -0.0168 0.22
H 0.0850 -1.8714 -1.7350 0.0216 -0.0197 -0.0143 0.26
H 0.8423 -1.3181 2.7298 -0.0147 -0.0456 0.0294 0.24
H 0.0480 -2.6269 1.8431 0.0384 -0.0247 -0.0440 0.27
H -0.8525 -1.1709 2.3124 0.0342 0.0116 0.0680 0.21
H 2.8480 0.9199 -0.4338 -0.0020 0.0207 0.0281 0.23
H 5.1158 0.6079 -1.3096 0.0030 -0.0022 -0.0010 0.19
H 6.0258 -1.7000 -1.5590 0.0013 0.0052 0.0050 0.18
H 4.6681 -3.6219 -0.9107 -0.0011 -0.0005 0.0063 0.19
H 3.9769 -5.5415 -0.3908 0.0131 -0.0201 -0.0101 0.18
H 2.8977 -5.3333 -1.7888 0.0000 -0.0009 0.0080 0.20
H 2.4553 -6.4361 -0.4878 -0.0030 0.0072 0.0028 0.20
H 3.8494 -4.3496 1.8804 0.0151 0.0043 0.0023 0.19
H 2.4408 -5.3024 2.3923 0.0036 0.0129 0.0028 0.19
H 2.4824 -3.5622 2.6850 -0.0266 0.0127 -0.0143 0.20
```
Forces are in eV/Å.

Summary:
LUMO energy ... 4.725 eV
HOMO-LUMO gap ... 4.87 eV
Max |F| ... 0.280 eV Å⁻¹
Highest occupied orbital energy ... -0.145 eV
ΔE to the lowest compared entry with this formula, charge and spin ... 0.000 eV
Total charge ... -2
Calculated total energy ... -53967.88405 eV

***

Entry from the Open Molecules 2025 dataset: a cluster of 2 separate species, C4H14N3S in total in a non-equilibrium geometry (ωB97M-V/def2-TZVPD).

XYZ file:
```
22
Properties=species:S:1:pos:R:3:forces:R:3:lowdin_spin:R:1
C -2.2079 -2.3635 -0.9305 0.5416 0.5008 -0.7075 0.00
N -1.7992 -1.3438 0.0536 0.2609 -0.2880 0.1218 0.00
C -1.3521 -1.6954 1.2217 -0.3174 0.4554 0.3135 0.00
N -0.9636 -0.8533 2.1812 0.5315 -0.8286 -0.4153 0.00
H -1.4699 -2.3378 -1.7362 -0.1354 -0.1592 -0.0143 0.00
H -3.1706 -2.1067 -1.3623 -0.1342 -0.0917 0.2290 0.00
H -2.2016 -3.3608 -0.4987 -0.1655 0.1372 0.1616 0.00
H -1.7448 -0.3507 -0.2353 -0.2542 -0.6264 0.2482 0.00
H -1.3383 -2.7561 1.4603 -0.1616 0.1181 0.0467 0.00
H -0.6561 0.0772 1.9599 -0.3936 0.2884 0.1213 0.00
H -0.5603 -1.2726 3.0076 -0.1076 0.1482 0.0653 0.00
C 1.9812 2.1131 -0.2197 -0.3149 -1.5816 1.6251 0.11
C 0.8731 1.1340 -0.6255 -0.8709 0.5785 -0.8151 0.02
S -0.8193 1.8265 -0.2866 0.7501 -0.0594 0.0825 0.01
N 3.2576 1.4249 0.0216 -0.0398 2.9675 -2.4173 0.75
H 2.1344 2.9030 -0.9674 0.4025 0.0509 -0.2649 0.06
H 1.6968 2.6092 0.7076 0.1439 0.2671 0.0542 0.01
H 0.8782 0.9299 -1.6952 0.2575 -0.1679 0.0718 0.00
H 0.9597 0.1961 -0.0941 0.1208 -0.1465 0.1834 0.00
H -1.1165 2.1601 -1.5480 0.0014 0.0661 -0.0536 0.00
H 3.6571 1.0004 -0.8275 -0.1273 -0.9930 0.5169 0.02
H 3.9620 2.0662 0.4135 0.0120 -0.6358 0.8465 0.02
```
Forces are in eV/Å.

Summary:
LUMO energy (spin up / spin down) ... -6.587 / -12.271 eV
HOMO-LUMO gap (spin up / spin down) ... 10.76 / 5.05 eV
Max |F| ... 3.828 eV Å⁻¹
Highest occupied orbital energy (spin up / spin down) ... -17.350 / -17.318 eV
Spin multiplicity ... 2
ΔE to the lowest compared entry with this formula, charge and spin ... 0.000 eV
Expectation value of S² ... 0.754
Total charge ... +2
Calculated total energy ... -19662.20946 eV

***

Entry from the Open Molecules 2025 dataset: a structure of composition C24H31MnN3OSSi (ωB97M-V/def2-TZVPD).

XYZ file:
```
62
Properties=species:S:1:pos:R:3:forces:R:3:lowdin_spin:R:1
Mn 0.1608 -0.3934 -0.0913 0.1392 0.0026 -0.0425 -0.03
C -0.1658 -3.5310 2.3445 0.0277 -0.0381 -0.0026 0.00
Si 0.1732 -3.6706 0.5161 -0.0758 0.0506 -0.0777 0.00
C 1.9969 -3.8284 0.1407 0.0018 -0.0204 0.0116 0.00
C -0.7780 -5.0884 -0.2259 0.0528 -0.0258 0.0706 0.00
C -0.4994 -2.1231 -0.4114 -0.0081 0.0730 0.1043 0.01
H 0.0189 -4.5049 2.8063 -0.0050 0.0317 0.0176 0.00
H -1.2102 -3.2780 2.5403 0.0007 -0.0053 -0.0161 0.00
H 0.4611 -2.7974 2.8541 -0.0003 0.0038 -0.0114 0.00
H 2.4000 -4.7207 0.6261 0.0152 0.0224 -0.0197 0.00
H 2.5764 -2.9698 0.4869 0.0061 -0.0015 0.0199 0.00
H 2.1721 -3.9357 -0.9323 0.0002 -0.0054 0.0113 0.00
H -0.4445 -6.0277 0.2232 -0.0244 0.0048 -0.0241 0.00
H -0.6249 -5.1632 -1.3036 0.0065 0.0040 0.0020 0.00
H -1.8493 -4.9970 -0.0390 0.0024 0.0036 0.0009 0.00
H -1.5597 -2.0130 -0.1278 -0.0241 -0.0237 -0.0350 0.01
H -0.3958 -2.3511 -1.4793 -0.0228 0.0453 -0.0275 0.00
S -2.5633 4.6666 -3.1843 -0.0165 0.0175 0.0121 0.00
C -1.9023 3.2659 -2.4052 0.0442 -0.0243 -0.0563 0.00
C -2.3303 1.9502 -2.6109 -0.0073 0.0086 0.0150 0.00
C -1.7136 0.9267 -1.9329 0.0017 0.0009 0.0274 0.00
N -0.6977 1.1254 -1.0720 0.0191 -0.1047 0.0091 0.00
C -0.2745 2.3899 -0.8792 0.0052 0.0060 -0.0079 0.00
C -0.8400 3.4663 -1.5089 -0.0083 0.0074 0.0302 0.00
C -3.8127 3.9608 -4.2371 0.0156 0.0158 0.0333 0.00
C -3.4920 3.5690 -5.5268 -0.0063 -0.0293 -0.0573 0.00
C -4.5077 3.0359 -6.3120 -0.0052 0.0310 0.0535 0.00
N -5.7589 2.8920 -5.8868 -0.0227 -0.0115 -0.0164 0.00
C -6.0541 3.2919 -4.6539 0.0599 -0.0040 -0.0118 0.00
C -5.1164 3.8359 -3.7839 -0.0428 0.0028 0.0111 0.00
H -3.1370 1.7242 -3.2931 0.0011 -0.0073 0.0071 0.00
H -2.0339 -0.0970 -2.0810 0.0042 -0.0027 0.0158 0.00
H 0.5491 2.5252 -0.1880 -0.0063 -0.0026 0.0002 0.00
H -0.4604 4.4605 -1.3141 -0.0029 -0.0119 0.0002 0.00
H -2.4887 3.6786 -5.9162 -0.0062 0.0022 0.0019 0.00
H -4.3033 2.7172 -7.3273 -0.0021 -0.0044 0.0023 0.00
H -7.0854 3.1752 -4.3424 0.0035 0.0033 -0.0059 0.00
H -5.4018 4.1581 -2.7913 0.0080 -0.0049 -0.0112 0.00
O 2.6481 -0.6546 -1.6632 0.1368 -0.0613 -0.0730 0.01
C 1.6873 -0.5613 -1.0776 -0.0982 0.0776 0.0009 0.02
C 4.1396 1.5262 2.6934 -0.0227 0.0428 -0.0514 0.06
N 4.2783 0.0916 2.6740 -0.0533 -0.0286 0.0174 0.63
C 5.5111 -0.4853 3.1447 0.0237 -0.0348 0.0590 0.07
C 3.2274 -0.7447 2.1159 -0.0395 -0.0788 -0.0528 0.06
C 1.8404 -0.3646 2.5866 -0.0280 0.0991 0.0872 0.02
C 1.6140 -0.2185 3.9507 0.0594 -0.0320 -0.0146 0.00
C 0.3497 0.0862 4.4457 -0.0543 0.0159 -0.0245 0.00
C -0.7213 0.2458 3.5797 0.0488 -0.0019 0.0275 0.00
C -0.4944 0.0829 2.2185 0.0732 -0.0500 0.1079 0.00
C 0.7662 -0.2176 1.7035 -0.1731 0.0255 -0.1000 0.00
H 5.1135 1.9856 2.5299 0.0073 -0.0045 0.0057 0.01
H 3.7696 1.8401 3.6758 0.0259 -0.0298 0.0223 0.03
H 3.4188 1.8441 1.9445 -0.0245 -0.0257 -0.0164 0.01
H 5.8705 0.0760 4.0084 -0.0023 0.0092 -0.0125 0.02
H 6.2679 -0.3955 2.3543 -0.0175 0.0171 -0.0209 0.04
H 5.3760 -1.5349 3.3891 -0.0122 0.0064 -0.0047 0.00
H 3.4623 -1.7813 2.3573 0.0296 0.0088 0.0161 0.00
H 3.2931 -0.6424 1.0260 0.0347 0.0357 -0.0143 0.03
H 2.4295 -0.3638 4.6531 -0.0255 0.0103 0.0084 0.00
H 0.2036 0.1875 5.5128 0.0022 0.0010 -0.0080 0.00
H -1.7076 0.4795 3.9565 0.0073 -0.0044 0.0101 0.00
H -1.3505 0.1941 1.5403 -0.0256 -0.0071 -0.0033 0.00
```
Forces are in eV/Å.

Summary:
LUMO energy (spin up / spin down) ... -6.600 / -8.820 eV
HOMO-LUMO gap (spin up / spin down) ... 7.21 / 4.99 eV
Max |F| ... 0.202 eV Å⁻¹
Highest occupied orbital energy (spin up / spin down) ... -13.812 / -13.812 eV
Spin multiplicity ... 2
Expectation value of S² ... 1.013
Total charge ... +2
Calculated total energy ... -81924.18080 eV

***

Entry from the Open Molecules 2025 dataset: the ion C5H11NO with charge +1 in a non-equilibrium geometry (ωB97M-V/def2-TZVPD).

XYZ file:
```
18
Properties=species:S:1:pos:R:3:forces:R:3:lowdin_spin:R:1
C -0.4880 -1.4602 -1.0357 -0.0706 -0.2480 -0.4133 0.02
N -0.3425 -0.0449 -0.7042 0.4402 -0.2240 0.2483 0.63
C -0.3575 0.8712 -1.8058 -0.7768 0.0089 -0.4524 0.08
C -0.7288 -0.5073 1.6875 0.8950 0.4615 0.3214 0.01
C -0.0019 0.3721 0.6709 -1.3519 0.6210 -0.1909 0.05
C 1.5137 0.5145 0.8031 0.3274 -0.6920 -0.4157 0.05
O 0.3842 -2.2031 -0.7491 0.0980 -0.0305 0.3057 0.09
H -1.3923 -1.7143 -1.6091 0.0299 0.1638 0.0551 0.00
H -0.8404 1.8008 -1.5019 0.2989 0.1021 0.0790 0.02
H -0.9561 0.4364 -2.6129 0.1446 -0.0156 0.0296 0.01
H 0.6456 1.0587 -2.2137 0.0076 -0.0190 0.2966 0.04
H -0.6531 0.0065 2.6471 -0.0806 0.0620 -0.0169 0.00
H -0.1909 -1.4364 1.8266 -0.2870 -0.4344 -0.1241 0.00
H -1.7873 -0.6091 1.4624 0.0212 -0.2532 -0.0745 0.00
H -0.5022 1.3563 0.6929 0.4972 -0.0079 0.1218 0.01
H 1.9621 -0.4669 0.9634 -0.1065 -0.0498 0.0183 0.00
H 1.9115 0.8739 -0.1450 0.2043 0.3132 0.1998 0.00
H 1.8240 1.1518 1.6236 -0.2908 0.2421 0.0125 0.00
```
Forces are in eV/Å.

Summary:
LUMO energy (spin up / spin down) ... -4.052 / -7.911 eV
HOMO-LUMO gap (spin up / spin down) ... 12.05 / 8.10 eV
Max |F| ... 1.500 eV Å⁻¹
Highest occupied orbital energy (spin up / spin down) ... -16.106 / -16.011 eV
Spin multiplicity ... 2
ΔE to the lowest compared entry with this formula, charge and spin ... 1.368 eV
Expectation value of S² ... 0.757
Total charge ... +1
Calculated total energy ... -8891.96872 eV